Computed, not measured: a molecular structure, C47H44N9O5SSn, with ωB97M-V with the def2-TZVPD basis set.

The net charge is +1. The value obtained for the total energy is -89763.5608 eV. For the HOMO energy, the calculation gives -9.9 eV. The calculation puts the HOMO-LUMO gap at 0.25387 Ha.

Positions of all 107 atoms, in Å:
Sn: -0.77364 0.38447 -0.85994
C: -3.88484 -0.54166 2.35141
C: -3.09827 -0.64671 1.19762
N: -2.36768 0.35443 0.76130
C: -2.37761 1.55233 1.42051
C: -3.15185 1.74200 2.58514
C: -3.90189 0.63715 3.04040
C: -3.17464 3.01478 3.19764
C: -2.51035 4.04665 2.60052
C: -1.75969 3.87971 1.42672
C: -1.62457 2.63556 0.84264
N: -0.85247 2.36072 -0.26948
C: -0.59756 3.43644 -1.16896
C: 0.23967 4.48351 -0.89428
C: 0.39059 5.54069 -1.81717
C: -0.30444 5.56015 -2.99126
C: -1.17080 4.49283 -3.31959
C: -1.95381 4.43296 -4.49222
C: -2.77701 3.36189 -4.69163
C: -2.79162 2.32196 -3.74179
N: -2.07035 2.34035 -2.65510
C: -1.28740 3.41134 -2.42125
H: -4.47516 -1.38912 2.66720
H: -3.06033 -1.56804 0.63088
H: -4.50515 0.74521 3.93324
H: -3.74546 3.16136 4.10352
H: -2.54781 5.03325 3.04271
H: -1.26087 4.73495 1.00096
H: 0.79571 4.49614 0.03195
H: 1.06204 6.35238 -1.57308
H: -0.21537 6.39457 -3.67405
H: -1.90537 5.24231 -5.20934
H: -3.39419 3.27612 -5.57451
H: -3.42165 1.45295 -3.90273
C: 2.21517 -0.21627 5.57229
O: 3.47469 0.08041 4.97182
C: 4.00168 -0.94275 4.22087
C: 5.02363 -1.72322 4.72951
C: 5.58147 -2.72733 3.95218
C: 5.12782 -2.93011 2.65940
C: 4.12484 -2.13038 2.13163
C: 3.54272 -1.13801 2.91174
N: 2.57096 -0.22670 2.45483
C: 1.59249 -0.41143 1.51748
N: 1.30768 -1.71200 1.27444
C: 0.30805 -2.32139 0.51204
C: -0.59068 -1.73992 -0.37340
C: -1.47082 -2.58403 -1.04423
C: -1.50384 -3.94593 -0.83803
C: -0.60635 -4.53911 0.04021
C: 0.29881 -3.73313 0.69267
O: 1.26004 -4.20203 1.55158
C: 1.38379 -5.60502 1.71350
N: 0.96134 0.58357 0.94016
C: 1.30862 1.85699 1.52377
C: 0.65041 2.14428 2.72837
C: 0.91493 3.26340 3.49039
C: 1.87935 4.15806 3.04546
C: 2.54856 3.90245 1.86871
C: 2.29431 2.75954 1.09768
O: 3.12176 2.65363 0.03002
C: 2.77754 1.83722 -1.07239
H: 2.07120 0.50951 6.36861
H: 2.22176 -1.22410 5.99303
H: 1.40155 -0.12848 4.84652
H: 5.36888 -1.52792 5.73570
H: 6.37419 -3.34202 4.35471
H: 5.57324 -3.69908 2.04288
H: 3.82283 -2.25586 1.10112
H: 2.65030 0.70421 2.83763
H: 1.79720 -2.37497 1.85938
H: -2.16128 -2.18794 -1.76949
H: -2.22684 -4.54594 -1.37760
H: -0.61993 -5.60535 0.20792
H: 2.25680 -5.75910 2.34181
H: 1.53225 -6.09529 0.74851
H: 0.50102 -6.01955 2.20523
H: -0.09502 1.43044 3.06475
H: 0.37874 3.43163 4.41404
H: 2.10893 5.04950 3.61254
H: 3.32297 4.56691 1.51031
H: 3.47436 2.08569 -1.86941
H: 1.76542 2.05284 -1.41858
H: 2.87113 0.78719 -0.82268
C: -5.32279 -3.47667 -3.18231
C: -4.46565 -2.56167 -4.00038
C: -4.75422 -2.26946 -5.32555
C: -3.87144 -1.42146 -5.97761
N: -2.81460 -0.89091 -5.38335
C: -2.61811 -1.22746 -4.09941
S: -1.14964 -0.49967 -3.43946
N: -3.40230 -2.03534 -3.39585
H: -6.07523 -3.97266 -3.79190
H: -5.82723 -2.91427 -2.39542
H: -4.70450 -4.23398 -2.69927
H: -5.61929 -2.68110 -5.82305
H: -4.02348 -1.15137 -7.01732
N: 3.10690 -3.42329 -2.70644
C: 1.87054 -2.66546 -2.84360
C: 2.14636 -1.19822 -2.61478
O: 3.37324 -0.79644 -2.90964
O: 1.30193 -0.43021 -2.21913
H: 3.00558 -4.36914 -3.04850
H: 3.39080 -3.48291 -1.73474
H: 3.87435 -1.60065 -3.16360
H: 1.03038 -2.96749 -2.21306
H: 1.53356 -2.72691 -3.88327

Force components x, y, z for each atom (eV/Å):
-0.3655 -1.6515 0.0254
-0.0615 -0.0474 0.0143
0.0426 -0.0735 -0.0161
0.0505 0.6101 -0.0235
0.0278 0.2288 -0.2270
0.1331 0.0400 -0.1607
-0.0085 0.0388 0.0732
-0.0531 -0.0909 0.0098
-0.0411 0.0795 0.0815
-0.0247 -0.2600 -0.0961
-0.4568 -0.3677 0.2013
0.2933 0.4140 -0.6380
0.0347 -0.1716 -0.3531
0.0223 -0.2485 -0.0231
-0.0121 0.1036 -0.0740
0.0099 0.0803 0.0384
0.0757 -0.2034 0.1036
-0.0838 -0.0148 -0.0015
0.0407 -0.0265 -0.1047
-0.0991 0.0242 -0.1683
-0.3488 -0.0331 0.2400
0.0303 0.1789 0.3364
0.0134 -0.0186 0.0174
0.0251 0.0129 -0.0124
-0.0120 0.0041 0.0095
-0.0245 0.0004 0.0314
-0.0193 0.0230 0.0099
0.0251 0.0089 0.0105
-0.0205 0.0449 0.0350
0.0055 0.0237 0.0086
0.0497 0.0109 -0.0390
0.0204 0.0112 -0.0266
-0.0163 0.0513 -0.0060
0.0865 0.0133 -0.0203
-0.0534 -0.0379 0.0409
0.1377 -0.0096 -0.0725
-0.0769 -0.0154 -0.0605
-0.0684 0.0374 0.0076
0.0060 -0.0192 0.0127
0.0141 -0.0394 -0.0119
0.0423 0.0555 -0.0157
0.0425 -0.0401 0.2348
0.0048 0.1741 -0.2911
-0.0973 -0.1772 -0.0944
0.1011 0.3205 -0.0250
-0.0713 -0.3985 -0.0767
0.4806 0.1221 0.2187
-0.1109 0.0563 0.0136
-0.0700 0.0304 -0.0590
0.0322 -0.0034 0.0578
0.1271 0.0768 0.0906
-0.0681 0.1448 -0.1188
-0.0257 -0.0384 0.0210
0.2104 -0.0774 -0.1946
-0.1425 0.0794 0.2810
-0.0382 0.0761 0.0512
0.0151 -0.0715 0.0019
-0.0265 0.0260 -0.0095
0.0012 -0.0965 0.0038
0.0846 -0.0539 0.0873
0.0058 0.1410 0.0220
-0.0155 -0.0532 -0.0223
-0.0185 0.0102 -0.0220
-0.0115 0.0248 0.0253
0.0071 -0.0345 0.0180
0.0035 -0.0050 0.0161
0.0178 -0.0068 -0.0002
0.0086 -0.0037 -0.0085
-0.0111 -0.0004 -0.0233
0.0168 0.0389 -0.0309
0.0065 0.0173 0.0073
-0.1265 0.1016 -0.0064
0.0407 -0.0129 0.0333
0.0116 -0.0261 -0.0165
-0.0243 -0.0034 -0.0022
0.0123 -0.0133 0.0268
0.0174 -0.0167 -0.0194
0.0131 0.0016 -0.0144
-0.0173 0.0103 0.0055
0.0296 0.0100 0.0225
0.0060 0.0240 -0.0298
0.0089 -0.0076 0.0339
-0.0317 -0.0150 0.0082
-0.0091 -0.0789 -0.0213
-0.0384 -0.0478 0.0321
-0.2036 -0.0998 -0.1850
0.1309 0.0432 0.0550
-0.1111 -0.1475 -0.0178
0.1257 0.0253 0.0950
-0.3511 0.5835 -0.0813
0.3913 0.1589 0.3361
0.1041 0.1195 0.2086
-0.0091 0.0139 -0.0025
0.0079 0.0137 0.0084
0.0004 0.0237 -0.0028
-0.0124 -0.0154 -0.0151
0.0028 0.0012 -0.0026
0.1061 0.0291 0.0832
-0.1012 -0.0411 -0.0787
-0.1671 -0.1549 -0.0251
0.0208 -0.0353 0.0159
0.3994 0.5526 0.2296
0.0402 0.0361 -0.1078
-0.0652 -0.0837 0.0029
-0.0001 0.0220 0.0181
0.0736 0.0324 0.0404
-0.0736 -0.0485 0.0428

=====

Computed, not measured: a molecular structure, C47H45CaGeIN10O2Se, with ωB97M-V with the def2-TZVPD basis set.

The value obtained for the total energy is -216872.0883 eV. For the HOMO energy, the calculation gives -7.6 eV. The calculation puts the HOMO-LUMO gap at 0.26332 Ha.

Positions of all 108 atoms, in Å:
Ca: 1.19903 -0.49347 1.06801
C: -3.28391 -0.06132 2.35972
C: -2.31273 -0.22533 3.48771
N: -2.68502 0.12194 4.69562
C: -1.82708 -0.05463 5.71766
C: -0.57602 -0.59908 5.57215
C: 0.29402 -0.77020 6.78876
O: 0.53783 -2.14095 7.11938
C: -0.12908 -0.94523 4.27102
C: 1.19740 -1.55450 4.19278
N: 2.16239 -1.30149 3.37740
C: 3.41666 -1.92081 3.71741
C: 3.69649 -2.31960 5.03482
C: 4.88684 -2.92894 5.38028
C: 5.86137 -3.14294 4.41945
C: 5.63960 -2.69804 3.13144
C: 4.44531 -2.07363 2.78190
I: 4.37637 -1.31344 0.84432
C: -1.00756 -0.76505 3.18201
O: -0.72173 -1.07861 1.97217
H: -4.22675 0.31665 2.74881
H: -3.45010 -1.01205 1.85087
H: -2.89331 0.61942 1.60116
H: -2.17572 0.26086 6.69595
H: -0.16389 -0.25056 7.63477
H: 1.28284 -0.33205 6.63636
H: -0.31631 -2.57171 7.23164
H: 1.33582 -2.26839 5.00193
H: 2.98103 -2.13699 5.82409
H: 5.05378 -3.22203 6.40833
H: 6.79879 -3.62039 4.67122
H: 6.40807 -2.81969 2.38023
C: 0.50943 -5.04632 0.81626
C: 0.45337 -5.39190 -0.53086
C: 0.80172 -4.45438 -1.47418
C: 1.20049 -3.16352 -1.07074
N: 1.25705 -2.84691 0.23100
C: 0.91105 -3.76936 1.13965
N: 1.55022 -2.33312 -2.12328
C: 1.75267 -1.06023 -2.12842
N: 1.68979 -0.11800 -1.13688
C: 2.10336 1.08988 -1.62135
N: 2.33107 2.22506 -1.04440
C: 2.36581 2.54958 0.29882
C: 2.49338 3.92859 0.56183
C: 2.60732 4.36928 1.85942
C: 2.60647 3.44199 2.89846
C: 2.46533 2.10952 2.57431
N: 2.34591 1.67376 1.31330
C: 2.33032 0.95596 -3.08787
C: 2.68086 1.87799 -4.05557
C: 2.82642 1.41242 -5.35802
C: 2.64344 0.06530 -5.66617
C: 2.30036 -0.85580 -4.68272
C: 2.13914 -0.37937 -3.39634
H: 0.24677 -5.74678 1.59661
H: 0.14438 -6.38386 -0.83617
H: 0.78781 -4.66910 -2.53254
H: 0.95826 -3.45473 2.17544
H: 2.51155 4.60964 -0.27602
H: 2.70807 5.42729 2.06672
H: 2.70658 3.74467 3.93142
H: 2.44917 1.33947 3.33969
H: 2.83515 2.91815 -3.79957
H: 3.09363 2.10292 -6.14808
H: 2.77300 -0.26351 -6.68966
H: 2.15606 -1.90572 -4.90209
N: -4.63581 5.78120 -5.86859
C: -4.13011 5.32251 -4.94410
C: -3.50054 4.74875 -3.79150
C: -4.13858 4.79538 -2.55341
C: -3.53469 4.23119 -1.44560
C: -2.29052 3.62462 -1.57283
C: -1.64029 3.59297 -2.80080
C: -2.24976 4.14688 -3.91058
N: -1.67880 3.02985 -0.45079
C: -1.71261 3.46939 0.85848
C: -0.95066 2.59014 1.56163
N: -0.47525 1.60592 0.72753
C: -0.92510 1.89521 -0.46164
H: -5.11112 5.25940 -2.46687
H: -4.04292 4.22990 -0.49077
H: -0.65404 3.15668 -2.88687
H: -1.75161 4.12647 -4.87032
H: -2.22275 4.37141 1.14618
H: -0.72006 2.60194 2.61449
H: -0.75567 1.31862 -1.35697
C: -4.04601 0.45610 -3.11983
Ge: -2.72502 -0.68451 -4.01278
C: -3.50851 -1.45970 -5.63668
C: -1.13844 0.36832 -4.49129
C: -2.14453 -2.14867 -2.83064
Se: -1.83388 -1.53797 -1.00260
C: -2.54968 -3.04902 -0.02258
H: -4.42705 1.20408 -3.81820
H: -3.60896 0.96742 -2.26287
H: -4.88690 -0.13447 -2.75339
H: -3.89312 -0.67755 -6.29237
H: -4.33440 -2.12586 -5.38422
H: -2.76541 -2.03403 -6.19098
H: -1.42114 1.30480 -4.97278
H: -0.49702 -0.18469 -5.17892
H: -0.53322 0.60270 -3.61174
H: -1.21670 -2.58013 -3.21139
H: -2.90057 -2.93444 -2.81475
H: -3.63294 -3.09495 -0.10912
H: -2.25914 -2.87849 1.01233
H: -2.09632 -3.97396 -0.37324

Force components x, y, z for each atom (eV/Å):
-0.2685 0.1182 0.3669
-0.0143 0.0133 -0.0053
0.0088 -0.0026 0.0231
-0.0503 -0.0031 -0.1189
0.1156 -0.0410 0.1143
-0.0630 0.0333 -0.0147
-0.0103 0.0014 -0.0030
0.0104 0.0002 0.0268
-0.1577 0.1430 -0.0210
-0.1128 0.0480 0.0242
0.0000 -0.2156 0.1380
-0.0327 0.0951 -0.0268
0.0331 0.0057 -0.0276
-0.0181 0.0035 0.0050
0.0291 -0.0138 0.0019
0.0190 0.0181 -0.0761
0.0472 -0.0638 0.1445
-0.1008 -0.0079 -0.0220
-0.0309 0.0695 0.1114
-0.0615 -0.3809 0.1457
0.0044 0.0092 -0.0010
-0.0104 -0.0185 0.0063
0.0163 -0.0066 -0.0064
0.0105 -0.0017 -0.0087
-0.0007 -0.0057 -0.0025
0.0021 -0.0092 -0.0071
-0.0045 0.0019 -0.0156
0.1829 0.0099 -0.0038
-0.0134 0.0101 -0.0045
-0.0058 0.0024 0.0004
-0.0070 -0.0022 0.0085
-0.0062 0.0043 0.0003
0.0052 -0.0382 0.0941
0.0188 0.0286 -0.0530
0.0225 0.0950 0.1273
-0.0114 -0.2801 -0.0731
-0.0743 0.2940 -0.1803
0.0542 -0.0109 -0.1918
-0.0118 0.1427 -0.0827
0.0108 -0.0290 -0.1566
0.1569 -0.0059 0.3171
0.1023 0.0180 -0.0822
-0.0344 -0.0514 -0.1752
0.0643 0.3013 0.0739
-0.0150 -0.1242 0.1207
-0.0049 0.0075 -0.0579
-0.0644 -0.0641 0.1377
0.0838 0.1844 -0.2517
0.0381 -0.2524 -0.2285
0.0064 -0.0309 -0.0825
-0.0221 -0.0205 0.0326
0.0061 0.0212 -0.0242
0.0064 -0.0109 -0.0316
-0.0041 -0.0092 0.0707
0.0499 0.0302 -0.0414
-0.0022 -0.0012 -0.0096
-0.0017 -0.0036 0.0148
-0.0029 -0.0044 -0.0085
-0.0139 0.0083 -0.0096
-0.0032 -0.0125 -0.0267
0.0022 -0.0050 0.0114
-0.0049 0.0075 -0.0061
0.0075 0.0250 0.0144
0.0033 -0.0003 0.0089
0.0004 0.0003 0.0045
-0.0023 -0.0053 0.0050
0.0026 0.0017 -0.0113
0.0162 -0.0132 0.0261
-0.0951 0.0812 -0.1598
0.0765 -0.0609 0.1322
0.0359 -0.0045 -0.0109
-0.0275 -0.0620 -0.0201
-0.0492 0.0601 -0.0758
0.0011 0.0224 -0.0232
-0.0319 -0.0049 0.0005
0.0268 -0.1444 0.1004
0.1023 0.0530 0.0107
-0.0714 0.0267 0.0480
0.1332 -0.2046 -0.0843
-0.0016 0.1121 -0.0179
-0.0026 0.0041 -0.0072
0.0166 -0.0041 0.0037
0.0225 -0.0308 0.0336
-0.0067 -0.0008 -0.0040
-0.0053 -0.0150 -0.0060
-0.0128 -0.0085 0.0022
-0.0090 0.0106 0.0067
0.0174 -0.0474 -0.0364
0.0408 0.0499 -0.0304
0.0166 0.0174 0.0508
-0.0374 -0.0007 0.0300
0.0508 -0.0582 -0.0420
-0.1135 0.2380 0.0137
0.1066 -0.1042 0.0389
0.0141 -0.0062 -0.0011
0.0483 0.0086 0.0164
0.0090 -0.0165 -0.0257
0.0164 0.0137 0.0088
-0.0022 0.0086 0.0136
0.0144 0.0033 0.0168
-0.0306 0.0256 -0.0079
-0.0296 -0.0233 0.0210
-0.0434 0.0030 -0.0072
-0.0092 -0.0392 -0.0050
-0.0604 0.0505 0.0455
0.0022 0.0275 -0.0301
-0.0107 -0.0069 0.0043
0.0030 0.0197 -0.0297